{"formula": "C22H49CrN4O24", "method": "ωB97M-V with the def2-TZVPD basis set", "total_charge": 1, "energy_ha": -3936.16465, "spin_multiplicity": 5, "orbital_gap_ha": [0.2720, 0.3025], "lumo_energy_ev": [-4.408, -3.914], "elements": ["Cr", "C", "C", "C", "O", "H", "H", "H", "H", "H", "H", "H", "C", "O", "C", "O", "O", "C", "H", "H", "H", "H", "H", "H", "C", "O", "C", "O", "O", "C", "H", "H", "H", "H", "H", "H", "C", "O", "C", "O", "O", "C", "H", "H", "H", "H", "H", "H", "C", "O", "C", "O", "O", "C", "H", "H", "H", "H", "H", "H", "C", "O", "C", "O", "O", "C", "H", "H", "H", "H", "H", "H", "C", "N", "O", "O", "H", "H", "H", "C", "N", "O", "O", "H", "H", "H", "C", "N", "O", "O", "H", "H", "H", "C", "N", "O", "O", "H", "H", "H"], "coordinates": [[2.7227, -1.2583, 3.0892], [-0.0112, 0.8489, 0.1959], [1.1607, -0.1196, 0.4711], [2.0436, -0.2977, -0.7509], [1.8884, 0.1507, 1.6644], [-0.7998, 0.7439, 0.9411], [-0.6018, 0.6711, -0.7029], [0.3585, 1.8716, 0.2692], [0.6850, -1.0910, 0.6064], [1.4733, -0.9843, -1.3765], [2.8905, -0.9787, -0.6670], [2.1488, 0.6243, -1.3227], [-2.5762, 3.1730, -1.4528], [-2.1670, 3.3035, -0.0299], [-2.0359, 4.5507, 0.5884], [-2.0595, 5.6448, -0.0488], [-1.9559, 4.3047, 1.9306], [-1.8331, 5.3081, 2.8906], [-3.2427, 3.9465, -1.8343], [-3.0697, 2.2344, -1.7050], [-1.7709, 3.2938, -2.1774], [-0.9250, 5.9107, 2.8745], [-1.8181, 4.8888, 3.8966], [-2.6971, 5.9453, 2.7023], [0.0000, 1.8758, 3.8045], [0.7531, 1.9055, 5.0508], [1.6395, 0.9639, 5.3963], [2.0445, 0.0012, 4.7489], [1.9996, 1.2588, 6.5785], [2.9940, 0.5146, 7.3259], [-0.1092, 0.9230, 3.2865], [0.4948, 2.5996, 3.1568], [-1.0048, 2.2620, 3.9758], [4.0000, 0.6381, 6.9249], [2.6807, -0.5280, 7.2707], [2.9953, 0.8831, 8.3518], [-0.5103, -4.9753, 5.5424], [0.5263, -4.2330, 4.9927], [0.3235, -3.3938, 3.9107], [1.1882, -2.6583, 3.5337], [-0.9408, -3.4821, 3.4450], [-1.4071, -2.9016, 2.2283], [-1.0174, -5.4805, 4.7203], [-1.2656, -4.4252, 6.1035], [-0.1859, -5.8324, 6.1326], [-1.6487, -1.8425, 2.3170], [-2.3271, -3.3755, 1.8861], [-0.7413, -3.1062, 1.3899], [4.7277, 2.0656, -0.8923], [4.5024, 1.2040, -2.0019], [4.8157, 1.6641, -3.2291], [5.1355, 2.8825, -3.4739], [4.5514, 0.6777, -4.2059], [4.0890, -0.6385, -3.9241], [4.0965, 2.9461, -1.0121], [5.7653, 2.3789, -0.7764], [4.6444, 1.6097, 0.0942], [4.7626, -1.2576, -3.3315], [3.9308, -1.1274, -4.8854], [3.0950, -0.6882, -3.4795], [0.6810, -3.3391, -2.7713], [-0.3359, -4.2586, -3.1695], [-0.0547, -5.3832, -3.8045], [1.0319, -5.8879, -3.9526], [-1.2047, -5.9021, -4.1672], [-1.2357, -7.1929, -4.8486], [0.4281, -2.8465, -1.8325], [0.7726, -2.5358, -3.5023], [1.6793, -3.7408, -2.5982], [-2.2956, -7.4444, -4.8885], [-0.9010, -8.0226, -4.2260], [-0.8606, -7.1704, -5.8718], [-4.8668, 1.9370, 2.4123], [-4.0955, 0.7712, 1.7817], [-4.5998, 0.1297, 0.9107], [-2.9701, 0.5262, 2.1616], [-4.8874, 1.8474, 3.4984], [-5.8897, 1.8469, 2.0466], [-4.3371, 2.8246, 2.0665], [-1.1584, -0.1452, -5.1759], [-0.0823, 0.7715, -4.6241], [-0.1834, 1.1463, -3.4559], [0.8894, 0.9497, -5.4028], [-1.3516, -1.1193, -4.7267], [-1.1021, -0.1955, -6.2633], [-2.0778, 0.4188, -5.0185], [-3.0761, -0.7247, -1.5778], [-3.7818, -1.8754, -0.9625], [-4.9758, -1.9823, -1.0891], [-3.1210, -2.7321, -0.3476], [-3.8204, -0.0894, -2.0578], [-2.3165, -1.1171, -2.2539], [-2.5993, -0.1875, -0.7579], [1.3912, 3.5024, -2.6625], [1.6461, 4.8355, -2.0231], [1.0978, 5.7825, -2.5526], [2.3732, 4.8649, -1.0529], [0.6529, 3.0970, -1.9707], [2.3448, 2.9778, -2.7227], [0.7875, 3.6703, -3.5543]], "mulliken_charge": [1.121, -0.274, 1.613, -0.309, -0.687, -0.253, -0.050, 0.332, -0.596, -0.290, 0.385, -0.156, -0.573, 0.049, 0.452, -0.593, -0.009, -0.792, 0.479, 0.112, 0.135, 0.316, 0.250, 0.348, -0.231, -0.322, 0.756, -0.328, -0.331, -0.616, -0.005, 0.267, 0.223, 0.278, 0.292, 0.231, -0.644, -0.317, 0.592, -0.445, -0.342, -0.544, 0.299, 0.289, 0.274, 0.244, 0.338, 0.242, -0.567, -0.246, 0.718, -0.579, -0.339, -0.219, 0.250, 0.386, 0.158, 0.319, 0.303, -0.128, -0.500, -0.164, 0.669, -0.562, -0.326, -0.679, 0.041, 0.245, 0.374, 0.269, 0.311, 0.291, -0.721, 0.926, -0.575, -0.469, 0.283, 0.329, 0.140, -0.817, 0.665, -0.200, -0.479, 0.244, 0.335, 0.321, -0.082, 1.049, -0.559, -0.621, 0.338, 0.054, -0.226, -0.041, 1.062, -0.596, -0.607, -0.244, -0.099, 0.355]}